C3H6F3MgO as an isolated structure. Source: OMol25; level of theory: the ωB97M-V functional and the def2-TZVPD basis.

Each line ends with the Löwdin charge.
Element x y z (Å)
H -0.6321 -2.9827 1.0563  0.169
C 0.4011 -2.9622 0.6766  -0.457
F 1.2153 -2.0670 1.3119  0.087
F 0.9725 -4.1686 0.7992  0.104
F 0.4241 -2.6300 -0.6215  0.079
Mg -0.2323 0.6376 -2.6802  0.626
C 0.3150 2.6116 0.1090  -0.178
O -0.0014 1.2923 0.4339  -0.320
C -0.8411 0.6423 -0.5290  -0.373
H 0.9614 3.0146 0.9001  0.090
H 0.8601 2.6686 -0.8541  0.053
H -0.5916 3.2373 0.0297  0.087
H -0.9973 -0.3894 -0.1737  0.006
H -1.8535 1.0956 -0.4582  0.027

Calculated values
Expectation value of S²: 0.757
Gap between HOMO and LUMO (alpha / beta): 6.5 / 7.3 eV
E_HOMO (alpha / beta): -6.3 / -8.2 eV
DFT total energy: -692.737795 a.u.
LUMO energy (alpha / beta): 0.21 / -0.85 eV
Spin multiplicity: 2